(1)
12
Properties=species:S:1:pos:R:3:mulliken_charge:R:1 method="wB97M-V/def2-TZVPD" de_lowest_kj_mol=199.12 orbital_gap_ev=9.98 lumo_ev=0.34 total_energy_ev=-8338.397
C 1.049 -1.109 -0.482 -0.6618
C -0.518 1.065 0.603 -0.2170
C -1.153 0.897 -0.717 -0.1292
O -1.383 1.782 -1.512 -0.5151
C -0.080 -0.012 1.266 -0.1403
O 0.182 -1.194 0.655 -0.3797
H 2.051 -0.818 -0.154 0.2873
H 1.065 -2.102 -0.924 0.2125
H 0.719 -0.390 -1.237 0.3635
H -0.509 2.050 1.057 0.3587
H -1.504 -0.142 -0.901 0.4232
H 0.080 -0.028 2.346 0.3979

(2)
16
Properties=species:S:1:pos:R:3:mulliken_charge:R:1 method="wB97M-V/def2-TZVPD" de_lowest_kj_mol=219.05 orbital_gap_ev=9.80 lumo_ev=0.70 total_energy_ev=-7855.889
C 0.797 1.753 -0.108 -1.3143
C 0.720 0.276 0.031 0.8221
C -0.275 -0.544 0.293 -0.4940
C 2.150 -0.460 0.111 -0.1435
C -1.741 -0.002 0.151 -0.1130
C -2.756 -0.816 -0.123 -0.8100
N 2.479 -1.643 -0.167 -0.6301
H 1.699 -2.272 -0.363 0.2375
H -0.224 -1.622 0.335 0.2850
H 2.979 0.225 0.299 0.3738
H -1.934 1.035 0.397 0.2475
H 1.052 2.212 0.848 0.2795
H 1.578 2.031 -0.817 0.3564
H -0.139 2.180 -0.460 0.4022
H -3.786 -0.496 -0.058 0.2553
H -2.599 -1.856 -0.370 0.2456

(3)
59
Properties=species:S:1:pos:R:3:mulliken_charge:R:1 method="wB97M-V/def2-TZVPD" orbital_gap_ev=9.71 lumo_ev=0.21 total_energy_ev=-63145.621
O 2.034 -1.916 1.064 -0.6764
S 2.372 -0.545 0.799 1.3316
O 3.752 -0.171 0.693 -0.5856
O 1.629 -0.148 -0.557 -0.4710
C 1.574 0.518 1.988 -1.1184
C 0.760 1.693 1.425 -0.9928
C -0.744 1.398 1.366 -0.5346
Si -1.647 2.888 0.680 0.3573
O -3.221 2.548 0.318 -0.2391
Si -3.725 1.162 -0.446 0.4043
B -3.952 -0.323 0.924 0.6354
O -3.973 -0.010 2.281 -0.5481
O -4.067 -1.618 0.519 -0.4996
H 1.460 -0.972 -1.039 0.3458
H 2.379 0.843 2.645 0.4476
H 0.933 -0.167 2.542 0.5083
H 1.123 1.957 0.433 0.5166
H 0.955 2.569 2.048 0.4725
H -1.117 1.197 2.376 0.3717
H -0.908 0.501 0.759 0.3357
H -1.629 3.959 1.700 -0.1782
H -0.923 3.371 -0.518 -0.1427
H -2.763 0.802 -1.519 -0.1462
H -5.041 1.454 -1.058 -0.1912
H -4.836 0.184 2.664 0.3020
H -4.334 -2.194 1.250 0.2957
N -8.191 -1.871 -1.148 -0.5232
C -9.005 -2.820 -1.604 -0.2374
C -8.562 -4.036 -2.104 -0.3177
C -7.199 -4.282 -2.132 -0.3958
C -6.338 -3.304 -1.660 -0.3402
C -6.884 -2.121 -1.182 -0.2738
H -10.065 -2.595 -1.569 0.3610
H -9.272 -4.769 -2.462 0.3592
H -6.814 -5.219 -2.515 0.3728
H -5.266 -3.443 -1.659 0.3991
H -6.237 -1.335 -0.809 0.5808
N 3.648 3.810 1.220 -0.3978
C 3.575 5.014 1.784 -0.2274
C 4.377 5.415 2.843 -0.3864
C 5.305 4.517 3.345 -0.1917
C 5.392 3.261 2.768 -0.5660
C 4.547 2.955 1.710 -0.1889
H 2.837 5.691 1.367 0.3672
H 4.273 6.408 3.259 0.3669
H 5.949 4.793 4.170 0.3762
H 6.102 2.527 3.124 0.3734
H 4.588 1.982 1.235 0.5018
N 5.874 -1.668 -3.876 -0.5638
C 5.657 -1.330 -2.606 -0.2319
C 5.074 -2.176 -1.673 -0.2804
C 4.692 -3.444 -2.084 -0.3869
C 4.911 -3.810 -3.402 -0.2988
C 5.504 -2.890 -4.254 -0.2217
H 5.961 -0.329 -2.321 0.4008
H 4.921 -1.843 -0.656 0.4581
H 4.232 -4.132 -1.386 0.4083
H 4.631 -4.789 -3.768 0.3580
H 5.693 -3.144 -5.291 0.3453

(4)
15
Properties=species:S:1:pos:R:3:mulliken_charge:R:1 method="wB97M-V/def2-TZVPD" charge=+1 multiplicity=2 de_lowest_kj_mol=208.37 orbital_gap_ev="11.37 / 5.95" lumo_ev="-4.03 / -9.42" total_energy_ev=-10305.913
O -1.672 -1.160 0.956 -0.3351
C -0.737 -0.445 0.787 0.5568
N -0.833 0.915 0.688 -0.1462
C 0.022 1.781 -0.098 -0.4572
O 0.236 1.244 -1.437 -0.4814
C 0.722 -1.016 0.448 -0.5529
N 0.770 -2.112 -0.493 -0.3392
H -1.619 1.397 1.099 0.2911
H 1.029 1.907 0.273 0.2978
H -0.457 2.746 -0.280 0.3366
H -0.438 0.566 -1.559 0.3291
H 1.159 -1.334 1.400 0.3756
H 1.259 -0.148 0.072 0.4269
H -0.033 -2.746 -0.492 0.3413
H 0.594 -1.596 -1.364 0.3568